The following is a DFT calculation (ωB97M-V/def2-TZVPD) of a cluster of 11 separate species, C62H157N11O20 in total at a distorted geometry.

Structure (XYZ):
```
250
Properties=species:S:1:pos:R:3:forces:R:3
O -1.804 -6.776 2.285 1.917 -0.634 1.640
O -0.852 4.277 6.533 -0.290 -0.126 0.397
O 7.969 -3.171 0.575 0.256 -0.675 0.868
O 1.793 3.295 -2.744 1.162 -0.887 0.337
O -4.391 1.736 -8.133 -0.374 0.308 -0.786
O 5.686 1.126 3.269 1.032 0.315 -0.128
O -5.144 2.907 -1.707 -0.250 -1.140 -1.944
O -7.574 -3.286 -3.606 1.219 -0.240 0.316
O 0.678 0.731 0.616 -0.842 0.197 0.250
O -3.699 7.511 7.149 0.933 0.076 -0.813
O 0.738 5.541 3.207 -0.081 -0.167 -0.025
O -2.852 -2.402 -4.943 -0.270 1.326 -0.572
O 2.899 -3.091 -4.453 0.502 -0.186 -0.367
O -2.063 -4.200 -0.959 0.238 -1.011 0.679
O 5.301 0.622 -1.664 -0.577 0.774 0.512
O 3.576 -2.313 2.728 0.986 0.071 -0.506
O -2.344 -2.061 1.952 0.690 0.871 1.052
O 0.608 -0.928 5.405 -0.246 0.443 -0.364
O -1.508 3.827 1.290 0.941 0.524 0.922
O -0.476 0.565 -6.738 -0.162 -0.744 0.645
N -0.224 -2.019 -1.537 -0.581 0.771 2.131
N 4.507 -2.892 -1.756 -1.966 -2.930 -0.164
N -1.031 -4.304 3.246 2.252 -0.503 -0.535
N -5.617 -3.534 -1.525 0.758 1.371 -1.029
N -0.481 7.111 5.436 -0.490 -0.200 0.964
N -2.043 2.924 4.215 1.476 0.640 1.009
N 2.746 4.362 -6.102 0.576 -0.379 -1.776
N 8.256 0.195 2.017 -0.348 0.504 -0.502
N -0.375 -1.324 -4.541 0.627 -0.255 -0.141
N 2.942 -2.224 5.433 1.855 0.241 -1.245
N -4.717 2.480 -5.403 0.950 0.348 1.010
C -1.459 0.232 -1.361 0.502 -1.386 -0.181
C 0.064 4.179 7.611 -0.393 -1.548 0.161
C 1.413 0.784 1.827 -0.596 -0.547 -0.774
C -1.984 3.423 6.718 -0.342 0.552 0.099
C 8.707 -4.371 0.800 0.796 0.284 0.677
C -0.434 -2.546 -5.367 -1.957 1.395 2.205
C 3.520 -3.358 1.737 -0.749 -0.122 0.662
C -2.245 2.725 1.751 -0.214 -0.339 -0.134
C -4.820 1.414 -9.493 -0.247 -0.870 1.875
C -2.582 -7.941 2.315 -1.107 0.495 -1.588
C 1.025 -1.473 6.623 -0.794 -1.153 -0.413
C -1.221 -5.182 -0.334 -0.593 -0.333 0.550
C -4.155 -3.302 -1.422 -0.583 -1.953 0.034
C 6.001 1.461 -2.543 -0.413 0.809 0.675
C 4.619 -1.613 -1.168 0.418 1.469 0.818
C -5.219 2.217 -3.008 0.543 1.157 0.602
C 6.024 1.316 1.871 -0.139 0.731 1.795
C -0.449 -2.985 2.880 -0.225 -0.796 -0.299
C -5.184 1.956 -0.684 -0.260 -0.808 0.899
C -2.754 3.406 5.414 0.038 -0.528 -0.846
C -3.452 -4.593 -0.976 1.145 1.130 0.644
C 1.884 -2.675 6.285 0.208 -0.077 0.285
C 7.743 -0.924 1.233 -0.460 0.245 -0.363
C -1.749 -3.220 -4.967 1.327 -1.680 0.690
C -4.308 2.909 -4.026 -1.674 -0.154 -0.435
C -6.225 -2.247 -1.933 -0.496 -0.846 1.139
C 0.773 -0.024 -6.348 -0.328 2.849 -0.225
C -2.376 7.048 6.965 -0.363 -0.827 -1.169
C 0.532 3.653 -5.225 1.239 -2.162 1.453
C 3.966 -3.160 4.921 0.697 -0.103 0.673
C -0.043 0.298 5.565 0.200 1.091 0.158
C -0.647 1.366 -7.879 2.557 -0.608 -0.601
C -0.043 -5.442 3.092 0.247 0.738 0.086
C 7.519 1.441 1.770 0.164 -1.060 -1.143
C -4.887 0.852 -7.140 1.239 -1.825 -0.570
C 1.280 6.705 3.785 0.911 1.092 0.082
C 8.557 -2.152 1.412 0.483 -0.818 -1.238
C -3.378 -1.129 2.039 -1.199 -0.975 -0.154
C 4.631 -2.470 3.728 -1.732 -0.438 -0.178
C -0.124 -0.543 -1.187 -1.097 -2.000 -3.068
C -4.273 1.133 -5.819 0.304 1.404 1.086
C 0.481 -0.616 0.115 2.194 2.362 1.629
C 2.673 3.473 -3.877 -1.501 -2.388 0.856
C -7.613 -2.463 -2.460 -0.628 0.828 -0.550
C 0.648 -0.338 -4.905 -0.107 -0.938 1.825
C 3.051 -3.845 -5.649 -0.426 0.136 -0.791
C -4.122 7.287 8.448 -0.196 -0.072 0.166
C 4.319 1.195 3.549 -0.302 -0.669 0.891
C -4.058 -3.117 -5.026 0.507 0.630 -0.697
C 2.387 2.263 -1.925 0.916 1.227 0.961
C -0.756 -6.739 3.331 -2.191 0.227 1.174
C -1.108 3.776 -0.052 0.439 -1.624 -0.975
C 3.066 -3.299 -2.023 -0.006 0.725 1.958
C 1.960 4.190 -4.930 -1.996 1.651 -0.935
C -1.455 -1.921 3.097 -1.108 0.736 -0.546
C -2.924 2.975 3.082 -0.102 -0.787 -0.255
C 2.785 -3.960 -3.318 -0.722 0.680 -0.776
C 1.670 4.585 2.713 0.691 0.857 0.613
C 5.063 -0.626 -2.221 -0.199 -0.245 -0.602
C -1.922 7.383 5.575 0.255 -1.322 -1.437
C 0.162 7.627 4.241 -0.895 -0.681 -0.007
C -8.793 -3.821 -3.996 0.187 -0.103 -0.114
H -0.448 4.590 -0.346 -0.652 0.701 0.403
H -1.634 1.797 1.852 -0.152 0.455 -0.402
H -3.476 3.935 3.027 -0.238 -0.465 -0.001
H -2.124 -0.024 -0.529 0.001 0.229 0.027
H 5.552 0.543 1.313 -0.187 -0.646 -0.815
H -1.808 -4.510 2.646 -0.385 0.012 -0.336
H 3.498 -4.087 4.601 -0.129 -0.441 -0.353
H 4.913 -3.606 -1.128 -0.263 0.664 -0.684
H -0.199 -4.816 -0.206 -0.237 0.338 -0.349
H 2.626 -4.058 -1.284 1.021 0.804 -0.443
H -4.105 3.048 -5.958 -0.259 0.739 -0.804
H 3.400 2.618 -1.523 -1.220 -0.435 -0.447
H -2.734 3.839 7.464 1.040 -0.269 -0.355
H -0.294 -2.098 -2.506 -0.058 0.026 -2.095
H -3.993 -1.281 1.158 -0.356 -0.026 -0.046
H 1.706 -4.227 -3.220 0.646 -0.613 -0.349
H -4.299 6.211 8.564 -0.028 -0.004 0.508
H -3.376 7.658 9.175 -0.359 -0.189 -0.035
H 1.313 -3.500 5.851 -0.447 -0.034 -0.130
H 3.576 3.998 -3.570 0.381 -0.379 -0.112
H 0.994 -0.931 -6.862 0.158 -0.617 -0.931
H 9.588 -2.030 1.086 0.275 0.310 -0.115
H 5.431 -3.053 3.307 0.501 -0.252 -0.116
H -3.054 4.422 5.169 -0.370 0.491 0.478
H 4.095 -3.157 0.812 -0.425 0.318 0.526
H -5.198 2.606 0.204 0.224 -0.776 0.169
H -1.286 -0.903 -4.509 -0.301 0.179 -0.259
H -0.133 0.918 -8.776 -0.654 0.179 0.543
H 2.778 2.427 -4.323 0.898 0.978 0.627
H 0.775 -5.333 3.849 -0.631 0.089 -0.540
H -4.290 1.228 -0.713 -1.072 1.125 0.165
H -6.260 2.205 -3.406 0.633 -0.124 0.441
H 3.843 2.075 3.150 -0.115 0.655 -0.188
H -1.243 1.279 -1.396 -0.194 0.744 0.116
H -0.353 6.108 5.556 0.065 0.237 -0.339
H -0.528 0.553 4.639 -0.253 0.110 -0.356
H 1.569 -0.752 7.194 0.662 0.582 0.450
H 6.921 0.967 -2.746 1.196 -0.039 -0.442
H -0.974 -0.909 3.132 -0.399 -0.641 -0.353
H -5.915 1.414 -9.506 0.012 0.111 -0.205
H -1.688 -3.675 -3.965 0.503 0.025 0.098
H 2.603 -1.849 4.538 -0.524 0.106 0.885
H 1.813 5.211 -4.629 -0.264 0.669 0.609
H -3.682 -3.032 -2.380 -0.163 0.417 0.331
H -3.991 -3.714 -5.940 -0.627 -0.140 0.017
H -4.177 -3.747 -4.166 -0.249 -0.593 0.468
H 5.447 -1.709 -0.418 -0.898 0.669 -0.247
H -0.440 4.311 8.586 0.114 0.062 -0.299
H 7.824 2.198 2.456 0.360 0.429 0.770
H 0.635 -0.187 -1.885 -0.172 0.439 -0.199
H 8.714 -4.681 1.883 -0.271 0.281 -0.861
H -3.996 -2.555 -0.670 0.298 0.521 0.271
H -0.168 2.347 -7.750 -0.299 0.026 0.069
H -0.085 -7.622 3.361 -0.410 0.336 -0.553
H 0.344 -2.773 3.558 1.025 -0.058 0.463
H -2.060 -2.008 4.034 0.531 -0.228 -0.537
H 6.703 -1.286 1.396 0.172 0.691 0.345
H 3.662 -1.204 -0.754 0.708 -0.505 0.374
H 0.624 2.581 -5.563 -0.209 0.966 0.174
H 5.661 2.276 1.562 -0.752 0.642 -0.348
H -1.693 1.431 -8.018 -1.057 0.303 -0.373
H 0.496 3.133 7.589 -0.104 1.042 0.199
H -7.908 -1.464 -2.801 -0.608 0.143 0.248
H -2.518 6.754 4.858 0.315 0.388 0.273
H -3.561 2.059 3.219 -0.248 1.112 -0.267
H -4.810 1.231 -2.820 -0.341 -0.552 -0.198
H -2.001 -8.867 2.251 0.097 0.072 0.104
H -3.977 -1.275 2.946 -0.165 -0.231 -0.006
H 7.801 1.840 0.780 -0.254 -0.308 0.095
H -1.260 3.584 4.059 -0.444 -0.484 0.069
H -1.831 -4.080 -5.633 -0.582 -0.128 -0.435
H -4.838 -2.360 -5.054 -0.261 -0.280 -0.137
H 0.646 1.154 5.791 -0.159 -0.700 -0.029
H 1.974 6.563 4.643 -0.441 -0.651 -0.147
H 2.325 0.252 1.644 1.065 0.059 0.138
H -3.269 2.751 -3.828 0.860 -0.483 0.299
H -3.527 -5.383 -1.714 -0.501 -0.417 -0.142
H 2.394 -2.420 -1.806 0.606 -0.673 -0.693
H -1.287 -6.698 4.367 0.737 -0.100 -1.607
H 4.986 -1.488 4.045 -0.038 0.067 -0.279
H -1.191 -6.132 -0.888 0.007 0.228 -0.351
H 2.175 -4.505 -5.804 0.224 0.149 0.048
H 0.126 -1.758 7.187 0.147 -0.140 0.187
H 4.361 -0.542 -3.081 0.051 -0.239 0.431
H 2.579 1.373 -2.502 0.082 -0.456 -0.456
H -3.080 2.585 1.060 0.091 -0.481 -0.319
H -1.687 7.538 7.610 0.517 0.327 1.125
H -2.025 3.682 -0.661 0.417 0.315 -0.285
H 5.501 1.686 -3.491 -0.339 -0.266 0.027
H -0.810 0.298 6.353 0.055 -0.296 -0.016
H 8.222 0.064 3.009 -0.084 -0.659 0.438
H 3.911 -4.298 2.146 -0.054 0.044 0.078
H 4.807 -3.500 5.596 -1.047 0.745 0.064
H -3.116 -0.101 2.052 0.995 1.124 -0.091
H 0.470 8.653 4.433 0.539 0.032 -0.063
H 7.766 -0.632 0.161 0.085 -0.066 0.510
H -8.354 -2.863 -1.762 0.253 0.058 0.285
H -1.584 -5.491 0.670 0.007 0.574 -0.639
H -0.013 3.598 -4.258 0.156 0.169 -0.678
H 3.488 -4.791 -3.439 -0.391 -0.288 -0.062
H -4.451 3.990 -3.946 -0.219 -0.077 -0.134
H 5.981 -1.029 -2.603 0.768 -0.263 -0.589
H 8.631 -2.499 2.432 -0.365 -0.085 0.634
H -3.188 -7.827 1.363 0.368 -0.576 1.185
H -5.720 -1.724 -2.737 0.735 0.090 -0.200
H -6.132 1.301 -0.651 1.088 0.962 -0.307
H -5.973 0.838 -6.991 -0.001 0.110 -0.616
H 3.421 5.091 -6.027 0.350 0.483 0.142
H -5.750 -4.072 -2.371 -0.076 -0.702 -0.002
H 2.502 5.073 2.169 -0.362 -0.064 0.054
H 3.133 -3.207 -6.580 -0.134 -0.231 1.359
H -0.523 -2.253 -6.390 0.429 -0.403 -1.103
H 0.456 -5.558 2.083 -0.473 0.615 0.703
H 3.224 3.561 -6.502 -0.329 -0.215 0.323
H 1.919 7.260 3.074 -0.280 -0.240 -0.244
H 2.124 4.053 3.560 -0.048 -0.158 -0.101
H -4.459 -0.181 -7.320 -0.965 0.510 -0.512
H 1.531 1.808 2.164 0.199 0.074 -0.297
H -6.253 -1.593 -1.049 -0.082 0.000 -0.308
H 1.173 3.892 2.047 -0.343 0.063 0.007
H 3.834 0.336 3.123 -0.503 -0.517 -0.345
H 1.578 -0.815 -4.613 0.578 0.067 0.132
H -5.053 7.834 8.524 -0.220 -0.023 0.478
H -4.641 0.401 -5.103 0.027 -0.243 0.022
H 2.296 -3.055 7.214 0.207 -0.115 0.235
H -3.166 1.083 -5.860 -0.339 -0.251 0.004
H -3.763 -4.944 0.041 0.068 0.257 -0.804
H 6.149 2.421 -2.021 0.151 -0.412 -0.212
H -1.620 2.458 7.103 -0.304 0.000 -0.374
H 8.433 -5.221 0.185 -0.727 0.235 -0.159
H 2.427 -3.522 1.544 1.005 0.213 -0.225
H -4.497 0.372 -9.678 0.032 0.483 -0.399
H 4.113 1.128 4.649 0.590 0.235 -0.828
H 9.749 -4.163 0.537 0.203 -0.092 0.090
H 0.487 0.505 -4.202 0.168 -0.014 -0.834
H 0.928 0.237 2.616 -0.532 -0.336 0.569
H 0.346 -3.237 -5.064 0.413 0.082 -0.573
H -0.088 -2.837 1.811 -0.256 -0.714 1.101
H -3.677 2.814 5.520 0.273 0.094 0.133
H -9.374 -3.116 -4.550 -0.459 0.605 -0.689
H 0.831 4.926 7.503 0.258 0.215 -0.191
H -2.147 8.392 5.295 0.012 0.829 0.140
H -1.101 -2.421 -1.177 0.548 0.252 0.072
H -1.973 -0.078 -2.301 0.506 0.181 0.559
H -0.425 2.916 -0.334 -0.895 0.251 0.783
H -0.580 7.688 3.446 -0.046 -0.032 -0.494
H -8.573 -4.691 -4.584 -0.045 -0.382 -0.489
H -4.440 2.133 -10.219 0.221 -0.102 0.382
H 1.766 1.963 -1.067 -0.096 0.523 -0.406
H 3.938 -4.487 -5.633 0.063 0.080 0.194
H -0.018 4.198 -5.953 -0.193 0.660 -0.587
H -3.255 -7.957 3.180 0.080 -0.115 -0.010
H -2.281 5.930 7.040 -0.272 0.987 0.499
H 1.510 -1.003 0.022 -0.447 -0.581 0.112
H 1.612 0.717 -6.487 -0.569 -0.678 -0.056
H -9.397 -4.123 -3.171 -0.406 -0.355 0.939
H -0.129 -1.199 0.755 -0.506 -0.537 1.021
```
Positions in Å, forces in eV/Å.

As for the charge: 0. As for the energy relative to the best compared isomer or geometry (same formula, charge and spin): 68.8 kcal per mole. The SMILES is COC[C@H](C)N.COC[C@H](C)N.COCCNCCOC.COCCNCCOC.COCCNCCOC.COCCNCCOC.COCCNCCOC.COCCNCCOC.COCCNCCOC.COCCNCCOC.COCCNCCOC. The HOMO energy comes out at -8.15 eV. The value obtained for the total energy is -124165.089 eV.